w:
This record from the Open Molecules 2025 dataset describes C2H2N6 in the gas phase. The level of theory is ωB97M-V/def2-TZVPD.

CARTESIAN COORDINATES (ANGSTROEM)
C  -0.963  -0.534  -0.116
N  0.237  -1.341  -0.685
N  -0.333  1.595  -0.434
N  -1.122  0.716  -0.710
N  1.427  -1.035  -0.364
H  2.293  0.326  1.441
N  -1.630  -0.693  0.910
C  1.603  0.167  0.423
H  -1.463  -1.414  1.698
N  0.754  1.227  0.570

Summary:
2S+1 = 1
SMILES string = [H]/N=c1\nncnnn1

x:
This record from the Open Molecules 2025 dataset describes C2H2N6 in the gas phase. The level of theory is ωB97M-V/def2-TZVPD.

CARTESIAN COORDINATES (ANGSTROEM)
C  -0.892  -1.149  -0.517
N  -0.298  1.467  -0.243
N  1.487  -0.728  1.045
H  -1.635  -1.930  -0.750
C  1.062  -0.175  -0.120
N  0.809  1.128  -0.743
N  0.336  -0.911  -0.880
N  -1.069  0.846  0.731
H  2.074  0.145  1.351
N  -1.474  -0.412  0.550

Summary:
2S+1 = 1
SMILES string = [H]/N=c1/ncnnnn1

Most stable of them? x.

w:
This record from the Open Molecules 2025 dataset describes C2H2N6 in the gas phase. The level of theory is ωB97M-V/def2-TZVPD.

CARTESIAN COORDINATES (ANGSTROEM)
H  2.786  0.211  0.869
N  -1.785  -0.660  0.382
N  -0.503  1.226  -0.570
C  1.042  -0.328  -0.076
H  -1.964  1.497  0.697
N  0.112  -1.390  -0.702
N  0.638  0.784  -0.823
N  2.199  -0.481  0.393
N  -1.118  -1.508  -0.468
C  -1.406  0.649  0.297

Summary:
2S+1 = 1
SMILES string = [H]/N=c1\nncnnn1

x:
This record from the Open Molecules 2025 dataset describes C2H2N6 in the gas phase. The level of theory is ωB97M-V/def2-TZVPD.

CARTESIAN COORDINATES (ANGSTROEM)
N  0.339  -1.335  -0.619
N  0.225  0.944  1.796
N  1.820  0.332  0.050
N  1.674  -0.639  -0.772
C  0.441  0.746  0.606
N  -1.001  0.367  -1.242
C  -0.788  -1.036  -0.867
H  -0.755  1.225  2.227
H  -1.612  -1.734  -0.689
N  -0.343  1.130  -0.491

Summary:
2S+1 = 1
SMILES string = [H]/N=c1\nncnnn1

Most stable of them? w.

w:
This record from the Open Molecules 2025 dataset describes a gas-phase ion, C5H10N3S (charge +1). The level of theory is ωB97M-V/def2-TZVPD.

CARTESIAN COORDINATES (ANGSTROEM)
N  2.687  0.941  -0.047
N  0.580  1.784  0.531
C  -1.187  -0.020  0.214
H  0.018  2.604  0.827
H  -2.095  0.609  0.622
S  2.381  -1.676  -0.128
H  -1.376  -1.017  2.159
N  1.993  -0.145  -0.356
H  -0.466  -0.877  -1.721
C  -1.441  -0.404  -1.290
H  -1.626  0.555  -1.659
H  -0.279  -1.758  0.970
C  0.100  0.648  0.192
C  -1.210  -1.294  1.147
H  -2.314  -1.018  -1.512
C  1.965  1.983  0.238
H  -2.055  -1.886  0.895
H  1.970  -2.091  -1.347
H  2.352  3.061  0.265

Summary:
Total charge = +1
2S+1 = 1

x:
This record from the Open Molecules 2025 dataset describes a gas-phase ion, C5H10N3S (charge +1). The level of theory is ωB97M-V/def2-TZVPD.

CARTESIAN COORDINATES (ANGSTROEM)
C  -0.891  -0.484  -0.498
H  -2.183  0.804  0.322
N  1.366  -0.301  0.690
H  -0.151  2.242  -0.640
N  1.801  -1.416  1.342
H  -1.916  -0.325  1.459
H  -0.192  -0.811  -2.536
N  0.527  2.904  -0.294
H  2.749  -1.315  1.577
C  1.987  0.936  1.096
H  2.916  0.795  1.712
H  1.493  -2.299  1.077
C  -2.056  -0.208  0.442
S  1.819  2.506  0.453
H  -1.686  0.191  -2.179
H  -2.940  -0.634  0.067
C  -1.151  -0.676  -1.939
H  -1.827  -1.468  -2.118
C  0.334  -0.441  -0.032

Summary:
Total charge = +1
2S+1 = 1

Most stable of them? w.

w:
This record from the Open Molecules 2025 dataset describes 4 unconnected molecules or ions with the total composition C2H13NO4. The level of theory is ωB97M-V/def2-TZVPD.

CARTESIAN COORDINATES (ANGSTROEM)
H  -1.236  2.146  -1.407
H  0.295  -1.815  -0.507
O  -0.497  -0.724  -2.184
H  0.700  -1.445  3.348
N  -0.835  1.327  -0.993
O  2.031  1.676  1.135
C  0.066  0.519  -1.747
H  1.330  -2.829  -0.173
H  1.217  2.182  1.245
O  0.406  -2.626  0.018
O  0.700  -0.912  2.548
H  1.802  0.875  1.630
H  -1.434  -0.581  -2.377
H  -2.192  -0.121  -0.177
C  -1.542  0.713  0.112
H  -0.828  0.344  0.849
H  0.904  0.251  -1.095
H  0.371  1.073  -2.624
H  0.928  -1.521  1.832
H  -2.184  1.468  0.568

Summary:
2S+1 = 1
SMILES string = CNCO.O.O.O

x:
This record from the Open Molecules 2025 dataset describes 4 unconnected molecules or ions with the total composition C2H13NO4. The level of theory is ωB97M-V/def2-TZVPD.

CARTESIAN COORDINATES (ANGSTROEM)
H  -3.178  3.674  -0.550
O  4.392  -3.778  1.722
H  3.122  -5.865  -1.850
C  -1.072  2.228  0.355
H  -1.804  1.795  1.113
O  2.816  -6.705  -1.820
H  -2.443  5.232  -0.102
H  -1.962  -1.219  0.152
H  -0.480  -0.911  -0.193
H  4.471  -3.083  2.424
N  -1.183  3.633  0.354
H  -1.933  1.727  -1.374
O  -1.167  -1.579  -0.348
H  -2.801  4.336  1.346
H  -0.509  3.902  -0.417
H  2.208  -6.724  -2.598
O  -1.132  1.418  -0.946
H  5.216  -4.286  1.713
C  -2.483  4.214  0.280
H  -0.080  1.991  0.739

Summary:
2S+1 = 1
SMILES string = CNCO.O.O.O

Most stable of them? w.

w:
This record from the Open Molecules 2025 dataset describes 4 unconnected molecules or ions with the total composition C2H13NO4. The level of theory is ωB97M-V/def2-TZVPD.

CARTESIAN COORDINATES (ANGSTROEM)
H  -2.199  0.722  -2.508
H  0.844  -1.666  1.639
H  0.677  2.428  -1.741
H  -0.076  -0.665  0.070
H  0.257  1.529  4.573
H  -1.517  -1.617  -2.433
H  0.781  -0.539  -1.316
O  1.099  -1.832  2.568
H  0.490  3.814  -1.110
O  0.997  3.330  -1.759
O  0.036  2.000  3.762
H  0.488  1.494  3.106
H  -0.315  -3.069  -0.818
H  0.743  -2.742  2.569
C  -0.035  -1.161  -0.924
H  -2.071  -1.012  -0.866
N  -1.320  0.582  -2.011
C  -1.355  -0.847  -1.688
H  -1.312  1.114  -1.159
O  0.438  -2.487  -0.899

Summary:
2S+1 = 1
SMILES string = NCCO.O.O.O

x:
This record from the Open Molecules 2025 dataset describes 5 unconnected molecules or ions with the total composition C2H13NO4. The level of theory is ωB97M-V/def2-TZVPD.

CARTESIAN COORDINATES (ANGSTROEM)
O  -2.914  2.265  -0.131
H  2.545  -0.392  0.798
H  1.372  3.737  -0.863
H  0.057  -0.993  0.711
C  -1.787  -2.011  0.554
H  3.729  -1.043  0.027
H  -0.322  0.747  -0.320
H  -2.900  1.431  -0.581
C  -0.480  -1.826  0.283
H  -2.210  -1.498  1.404
H  -0.229  -3.597  -0.288
H  1.289  -2.594  -0.421
H  -2.403  -2.548  -0.157
O  2.984  -1.225  0.593
N  0.303  -2.762  -0.409
O  1.955  3.891  -0.108
H  0.816  0.934  -1.263
O  0.584  1.076  -0.333
H  1.443  3.833  0.700
H  -3.831  2.575  -0.195

Summary:
2S+1 = 1
SMILES string = C=CN.O.O.O.O

Most stable of them? w.

w:
This record from the Open Molecules 2025 dataset describes C5H5NS2 in the gas phase. The level of theory is ωB97M-V/def2-TZVPD.

CARTESIAN COORDINATES (ANGSTROEM)
H  -0.755  3.388  -0.065
C  -0.605  2.296  -0.006
C  -1.170  0.103  0.028
C  1.157  -0.764  -0.004
C  -1.686  1.317  -0.018
H  0.727  -1.743  -0.051
H  -2.726  1.628  0.007
H  -1.883  -1.788  1.232
N  0.211  0.214  -0.019
S  2.759  -0.536  -0.009
S  -2.001  -1.484  -0.076
H  1.570  1.994  0.161
C  0.547  1.605  0.035

Summary:
2S+1 = 1
SMILES string = S=Cn1cccc1S

x:
This record from the Open Molecules 2025 dataset describes C5H5NS2 in the gas phase. The level of theory is ωB97M-V/def2-TZVPD.

CARTESIAN COORDINATES (ANGSTROEM)
C  -2.498  -1.349  -0.399
S  -0.551  2.093  -0.135
H  -1.969  -2.317  -0.662
C  1.965  1.017  0.070
N  3.003  -1.510  -0.155
H  -3.713  -1.383  -0.509
S  -0.065  -0.710  0.224
C  -1.750  -0.395  0.403
C  2.737  -0.272  -0.103
C  0.537  0.903  -0.062
H  2.038  1.846  -0.788
H  2.320  1.723  1.002
H  -2.055  0.356  1.113

Summary:
2S+1 = 1
SMILES string = C=CSC(=S)CC#N

Most stable of them? w.

w:
This record from the Open Molecules 2025 dataset describes C2H3IN4 in the gas phase. The level of theory is ωB97M-V/def2-TZVPD.

CARTESIAN COORDINATES (ANGSTROEM)
N  -1.044  -1.903  -0.825
N  -0.052  -1.173  -1.296
H  -0.697  1.604  1.169
H  0.650  0.545  1.917
C  0.180  -1.719  -2.473
C  -0.346  0.662  1.535
H  0.931  -1.388  -3.157
N  -0.656  -2.747  -2.688
N  -1.409  -2.844  -1.647
I  -1.461  -0.950  1.255

Summary:
2S+1 = 1

x:
This record from the Open Molecules 2025 dataset describes C2H3IN4 in the gas phase. The level of theory is ωB97M-V/def2-TZVPD.

CARTESIAN COORDINATES (ANGSTROEM)
N  -0.031  1.212  0.956
N  0.885  1.052  0.210
I  -2.625  0.521  2.351
N  -0.817  -0.863  0.539
H  1.898  -0.077  -1.262
H  0.533  -2.016  -0.529
C  0.082  -1.058  -0.374
N  -1.208  0.310  0.850
C  0.835  0.128  -0.920
H  0.448  0.792  -1.821

Summary:
2S+1 = 1
SMILES string = IN1N=CCN=N1

Most stable of them? x.